(1)
7 unconnected molecules or ions with the total composition C30H56ClFN3O15PS at a distorted geometry, computed with ωB97M-V/def2-TZVPD.

Structure (XYZ):
```
108
Properties=species:S:1:pos:R:3:lowdin_charge:R:1
C 4.10 -8.87 -3.10 -0.039
C 3.86 -7.41 -3.47 -0.263
O 3.65 -6.71 -2.25 -0.193
C 3.58 -5.31 -2.31 -0.547
C 2.37 -4.95 -1.55 -0.180
N 1.42 -4.60 -0.98 0.255
P 3.30 -4.55 -4.01 0.796
N 3.00 -3.00 -4.00 -0.245
C 4.83 -4.71 -1.49 -0.717
Cl 5.51 -6.01 -0.47 0.834
C 4.47 -3.66 -0.57 -0.294
N 4.24 -2.79 0.15 0.253
S 6.26 -4.11 -2.49 0.557
O 5.91 -2.98 -3.26 -0.215
O 7.30 -3.89 -1.57 -0.239
F 6.66 -5.33 -3.36 -0.118
H 4.99 -9.26 -3.58 0.075
H 4.23 -8.97 -2.03 0.080
H 3.28 -9.50 -3.41 0.074
H 4.74 -7.08 -4.01 0.100
H 2.98 -7.40 -4.11 0.108
H 2.18 -5.21 -4.55 0.042
H 4.42 -4.91 -4.80 0.025
H 3.05 -2.67 -3.04 -0.030
O -2.87 0.30 0.66 0.103
C -1.72 -0.06 0.66 -0.528
O -1.44 -1.29 0.20 -0.029
C -0.10 -1.79 0.01 -0.232
C 0.48 -2.30 1.31 -0.069
C -0.62 0.80 1.23 0.022
H 0.53 -1.04 -0.47 0.118
H -0.19 -2.61 -0.69 0.091
H 0.56 -1.51 2.06 0.067
H 1.47 -2.72 1.15 0.050
H -0.16 -3.07 1.73 0.087
H -0.64 0.72 2.32 0.091
H -0.81 1.83 0.95 0.079
H 0.37 0.55 0.87 0.076
O 1.53 4.80 1.70 0.105
C 0.55 5.33 1.26 -0.528
O -0.61 4.64 1.26 -0.045
C -1.87 5.21 0.89 -0.225
C -2.06 5.25 -0.61 -0.060
C 0.60 6.71 0.65 0.019
H -2.00 6.19 1.36 0.119
H -2.63 4.56 1.34 0.128
H -1.31 5.87 -1.10 0.067
H -3.05 5.65 -0.86 0.084
H -1.97 4.25 -1.03 0.083
H 1.00 6.63 -0.35 0.098
H 1.26 7.32 1.26 0.094
H -0.36 7.22 0.62 0.070
O -3.74 3.46 6.41 0.106
C -2.57 3.43 6.14 -0.541
O -2.11 4.25 5.18 -0.012
C -0.72 4.41 4.86 -0.227
C -0.22 3.32 3.95 -0.065
C -1.63 2.44 6.80 0.013
H -0.12 4.50 5.77 0.113
H -0.65 5.37 4.35 0.122
H -0.30 2.33 4.41 0.071
H 0.82 3.49 3.68 0.081
H -0.81 3.29 3.04 0.057
H -1.76 1.47 6.33 0.097
H -1.90 2.37 7.85 0.090
H -0.58 2.73 6.75 0.068
O -3.59 -6.71 -1.56 0.102
C -3.91 -5.59 -1.83 -0.541
O -3.51 -4.59 -1.04 0.005
C -3.71 -3.20 -1.35 -0.225
C -5.10 -2.74 -0.98 -0.058
C -4.80 -5.29 -3.01 0.007
H -3.47 -3.00 -2.40 0.116
H -2.98 -2.66 -0.75 0.098
H -5.87 -3.27 -1.53 0.064
H -5.22 -1.67 -1.18 0.084
H -5.29 -2.91 0.08 0.087
H -5.83 -5.51 -2.74 0.095
H -4.51 -5.94 -3.83 0.087
H -4.74 -4.27 -3.38 0.064
O -0.97 8.78 5.28 0.105
C -1.34 8.57 6.40 -0.529
O -1.08 9.48 7.35 0.001
C -1.59 9.39 8.68 -0.237
C -0.75 8.48 9.55 -0.066
C -2.01 7.26 6.77 0.016
H -2.64 9.10 8.67 0.115
H -1.55 10.40 9.08 0.122
H -0.74 7.45 9.17 0.066
H -1.12 8.46 10.57 0.082
H 0.29 8.82 9.56 0.084
H -1.25 6.49 6.87 0.085
H -2.69 6.99 5.97 0.097
H -2.60 7.31 7.68 0.073
O 3.37 -3.65 -7.01 0.067
C 2.38 -3.16 -7.47 -0.537
O 1.23 -3.85 -7.39 -0.009
C -0.04 -3.30 -7.77 -0.233
C -0.26 -3.38 -9.27 -0.065
C 2.42 -1.83 -8.17 0.018
H -0.15 -2.28 -7.38 0.117
H -0.78 -3.91 -7.26 0.122
H 0.48 -2.80 -9.82 0.067
H -1.25 -3.00 -9.52 0.083
H -0.18 -4.41 -9.60 0.084
H 2.81 -1.98 -9.18 0.098
H 3.10 -1.18 -7.63 0.096
H 1.46 -1.32 -8.23 0.069
```

Values from the calculation:
Total charge = 0
HOMO energy = -9.16 eV
SMILES = CCO[C@](C#N)([PH2]=N)[C@](Cl)(C#N)S(=O)(=O)F.CCOC(C)=O.CCOC(C)=O.CCOC(C)=O.CCOC(C)=O.CCOC(C)=O.CCOC(C)=O
Orbital gap = 8.741 eV

=====

(2)
A molecular structure, C31H46LaNO2 at a distorted geometry, computed with ωB97M-V/def2-TZVPD.

Structure (XYZ):
```
81
Properties=species:S:1:pos:R:3:lowdin_charge:R:1
O -3.68 -1.68 -1.62 -0.140
C -5.06 -1.40 -1.32 -0.165
C -5.43 -2.78 -1.90 -0.070
H -5.36 -0.50 -1.88 0.114
H -5.33 -1.29 -0.24 0.119
C -3.91 -3.05 -2.04 -0.550
H -6.00 -2.66 -2.83 0.112
H -5.96 -3.42 -1.18 0.111
C -3.32 -3.34 -3.43 -0.018
H -3.58 -2.55 -4.15 0.086
H -3.64 -4.31 -3.84 0.091
H -2.22 -3.40 -3.36 0.072
C -3.32 -4.00 -1.02 -0.025
H -3.65 -3.76 -0.01 0.084
H -2.20 -3.95 -0.98 0.088
H -3.62 -5.04 -1.25 0.096
La 0.28 0.57 -0.39 2.037
C -1.30 -0.77 2.31 -0.196
C -0.87 0.57 2.52 -0.245
C -1.80 1.44 1.85 -0.237
H -0.08 0.90 3.20 0.093
C -2.76 0.62 1.18 -0.207
C -2.48 -0.73 1.52 -0.178
H -3.16 -1.58 1.36 0.078
H -0.91 -1.66 2.79 0.082
H -1.85 2.52 2.01 0.077
H -3.65 0.94 0.64 0.077
C 2.04 -1.50 -0.75 -0.253
C 0.78 -2.16 -0.55 -0.223
C 0.01 -1.99 -1.75 -0.218
H 0.48 -2.80 0.28 0.101
C 0.84 -1.36 -2.71 -0.214
C 2.07 -0.98 -2.08 -0.211
H 2.94 -0.53 -2.60 0.099
H 2.89 -1.48 -0.05 0.104
H -0.98 -2.42 -1.94 0.065
H 0.67 -1.38 -3.79 0.099
O -0.97 1.53 -2.02 -0.438
C -1.65 0.69 -3.12 -0.079
C -2.26 1.68 -4.12 -0.134
H -2.32 0.03 -2.57 0.104
H -0.82 0.10 -3.55 0.088
C -1.78 3.09 -3.77 -0.139
H -3.36 1.64 -4.17 0.116
H -1.88 1.42 -5.10 0.107
C -0.89 2.94 -2.55 -0.152
H -2.61 3.78 -3.56 0.119
H -1.18 3.50 -4.56 0.110
H -1.20 3.59 -1.74 0.122
H 0.18 3.08 -2.79 0.112
C 5.50 1.21 4.52 -0.057
C 4.31 0.57 3.87 -0.286
C 3.84 -0.64 4.34 -0.045
C 2.72 -1.26 3.77 -0.274
C 2.29 -2.59 4.32 -0.058
C 2.07 -0.64 2.70 -0.012
C 2.56 0.58 2.15 -0.276
C 3.67 1.17 2.80 -0.034
N 1.96 1.15 1.03 -0.222
C 2.35 2.49 0.59 -0.635
C 1.97 3.45 1.75 -0.025
C 3.79 2.45 0.01 -0.028
C 1.50 2.97 -0.59 -0.178
H 5.20 1.71 5.45 0.084
H 6.23 0.44 4.77 0.079
H 5.96 1.95 3.86 0.073
H 4.32 -1.14 5.16 0.110
H 3.12 -3.30 4.21 0.084
H 2.08 -2.47 5.40 0.083
H 1.39 -2.99 3.82 0.075
H 1.16 -1.09 2.28 0.069
H 4.06 2.12 2.43 0.080
H 2.54 3.26 2.68 0.074
H 2.09 4.50 1.45 0.080
H 0.91 3.26 2.02 0.092
H 3.86 1.64 -0.75 0.089
H 4.05 3.40 -0.47 0.083
H 4.57 2.22 0.75 0.066
H 1.73 2.46 -1.55 0.080
H 0.40 2.98 -0.37 0.045
H 1.70 4.03 -0.77 0.112
```

Values from the calculation:
Total charge = 0
HOMO energy = -6.49 eV
Orbital gap = 6.416 eV

=====

(3)
A molecular structure, C37H10F15GeIrN5S2, computed with ωB97M-V/def2-TZVPD.

Structure (XYZ):
```
71
Properties=species:S:1:pos:R:3:lowdin_spin:R:1
Ir 1.03 -0.09 -0.44 0.305
S -2.74 -4.39 -5.29 0.000
N -2.24 -4.70 -3.79 0.000
C -1.59 -3.63 -3.37 0.000
C -0.96 -3.48 -2.07 0.001
C -0.96 -4.44 -1.05 0.003
C -0.34 -4.14 0.14 0.000
C 0.27 -2.90 0.32 0.002
N 0.27 -1.99 -0.65 0.007
C -0.33 -2.27 -1.83 0.002
C -0.32 -1.20 -2.79 0.001
N 0.29 -0.06 -2.38 0.006
C 0.31 1.00 -3.19 0.001
C -0.26 0.95 -4.46 0.000
C -0.88 -0.20 -4.89 0.002
C -0.92 -1.31 -4.04 0.001
C -1.56 -2.58 -4.33 0.000
N -2.19 -2.88 -5.45 0.000
H -1.45 -5.39 -1.21 0.000
H -0.33 -4.85 0.96 0.000
H 0.74 -2.63 1.25 0.000
H 0.78 1.89 -2.81 0.000
H -0.22 1.83 -5.09 0.000
H -1.34 -0.26 -5.87 0.000
F -2.98 3.10 1.25 0.000
C -2.01 3.96 1.62 0.000
C -0.76 3.48 1.96 0.000
C 0.19 4.40 2.37 0.000
F 1.40 3.96 2.74 0.001
C -0.07 5.75 2.43 0.000
F 0.86 6.61 2.82 0.000
C -1.33 6.21 2.07 0.000
F -1.60 7.49 2.11 0.000
C -2.31 5.31 1.66 0.000
F -3.52 5.74 1.32 0.000
Ge -0.32 1.61 1.99 0.003
S 1.75 1.25 1.14 0.065
C -0.35 0.83 3.76 0.000
C -0.97 1.47 4.82 0.000
F -1.61 2.62 4.62 0.000
C -0.95 0.96 6.11 0.000
F -1.55 1.60 7.09 0.000
C -0.30 -0.24 6.35 0.000
F -0.28 -0.74 7.57 0.000
C 0.32 -0.92 5.31 0.000
F 0.93 -2.07 5.53 0.000
C 0.29 -0.37 4.05 0.000
F 0.89 -1.07 3.05 0.000
C -1.39 0.59 0.66 0.002
C -1.75 1.20 -0.54 0.001
F -1.23 2.38 -0.88 0.000
C -2.64 0.63 -1.43 0.000
F -2.92 1.21 -2.59 0.000
C -3.20 -0.60 -1.13 0.000
F -4.00 -1.20 -1.99 0.000
C -2.89 -1.24 0.07 0.000
F -3.41 -2.42 0.34 0.000
C -2.00 -0.63 0.94 0.000
F -1.71 -1.28 2.06 0.000
N 7.95 -1.66 -2.10 0.112
C 6.84 -1.43 -1.86 0.016
C 5.48 -1.14 -1.57 0.162
C 4.80 -0.16 -2.32 0.000
C 3.48 0.10 -2.04 0.095
C 2.81 -0.58 -0.99 0.116
C 3.51 -1.60 -0.28 0.092
C 4.82 -1.86 -0.55 0.002
H 5.32 0.37 -3.10 -0.002
H 2.97 0.85 -2.62 0.004
H 3.01 -2.14 0.51 0.004
H 5.37 -2.61 0.01 -0.002
```

Values from the calculation:
2S+1 = 2
Expectation value of S² = 0.781
Total charge = +2
HOMO energy (alpha / beta) = -14.16 / -14.16 eV
Orbital gap (alpha / beta) = 6.911 / 4.504 eV

=====

(4)
A molecular structure, C16H15BrCl3NO6PRuTe at a distorted geometry, computed with ωB97M-V/def2-TZVPD.

Structure (XYZ):
```
45
Properties=species:S:1:pos:R:3:lowdin_spin:R:1
Ru 0.17 0.41 0.30 0.933
Cl 5.10 -4.61 -1.73 0.001
C 3.88 -3.68 -0.94 0.004
C 3.42 -2.51 -1.52 0.000
C 2.47 -1.77 -0.85 0.004
Cl 1.92 -0.27 -1.50 0.021
C 1.92 -2.13 0.40 -0.002
O 1.09 -1.40 1.06 0.003
C 2.40 -3.36 0.92 0.002
Cl 1.76 -3.88 2.43 0.001
C 3.37 -4.11 0.28 -0.001
H 3.80 -2.18 -2.47 0.000
H 3.73 -5.02 0.74 0.000
Br -0.48 3.83 -1.90 0.000
C -1.73 2.81 -0.93 0.002
C -2.87 3.42 -0.43 0.001
C -3.84 2.63 0.16 -0.001
C -3.66 1.25 0.20 0.000
C -2.49 0.73 -0.30 0.002
N -1.51 1.49 -0.83 0.012
C -2.28 -0.80 -0.34 0.005
O -3.25 -1.49 -0.15 -0.003
O -1.07 -1.14 -0.62 0.022
H -2.98 4.49 -0.53 0.000
H -4.74 3.07 0.55 0.000
H -4.41 0.57 0.58 0.000
C 1.86 5.58 3.50 0.000
C 2.12 4.09 3.46 -0.003
O 2.18 3.65 2.10 0.003
P 1.66 2.28 1.50 0.006
O 1.42 2.44 0.04 -0.010
Te -0.27 1.43 2.73 -0.004
O 2.86 1.24 1.68 0.001
C 3.40 0.93 2.98 0.002
C 3.76 -0.54 3.04 0.000
H 1.93 5.93 4.53 0.000
H 0.87 5.80 3.11 0.000
H 2.61 6.10 2.90 0.000
H 1.32 3.55 3.98 -0.003
H 3.07 3.85 3.95 0.000
H 2.67 1.17 3.76 0.001
H 4.29 1.55 3.13 0.000
H 2.86 -1.14 3.01 0.000
H 4.30 -0.75 3.97 0.000
H 4.40 -0.80 2.20 0.000
```

Values from the calculation:
2S+1 = 2
Expectation value of S² = 0.797
Total charge = 0
HOMO energy (alpha / beta) = -7.84 / -7.82 eV
Orbital gap (alpha / beta) = 5.721 / 5.842 eV

=====

(5)
20 unconnected molecules or ions with the total composition C31H14BCl76INO at a distorted geometry, computed with ωB97M-V/def2-TZVPD.

Structure (XYZ):
```
125
Properties=species:S:1:pos:R:3:lowdin_charge:R:1
C -2.20 -0.07 3.65 0.069
C -2.45 0.68 2.75 -0.136
C -2.52 1.79 1.81 -0.205
C -1.44 2.85 2.13 -0.221
C -0.64 3.25 0.87 -0.203
B 0.51 2.17 0.46 -0.518
C 2.04 2.60 1.00 -0.170
C 2.06 2.78 2.45 -0.772
O 1.41 3.51 3.10 -0.011
I 3.54 1.51 3.54 0.717
C 0.65 1.94 -1.14 -0.104
C 1.39 0.90 -1.68 -0.064
C 1.58 0.67 -3.00 -0.335
N 1.03 1.47 -3.90 -0.039
C 0.32 2.43 -3.42 -0.235
C 0.08 2.76 -2.13 -0.023
H -1.93 -0.93 4.19 -0.005
H -3.50 2.26 1.91 0.108
H -2.44 1.40 0.80 0.116
H -0.79 2.41 2.88 0.074
H -1.93 3.74 2.53 0.089
H -1.36 3.41 0.08 0.003
H -0.14 4.18 1.14 0.092
H 0.23 1.10 0.98 0.119
H 2.35 3.49 0.45 0.122
H 2.70 1.79 0.69 0.059
H 1.86 0.23 -0.98 0.084
H 2.19 -0.16 -3.33 -0.031
H -0.16 3.08 -4.15 -0.054
H -0.53 3.63 -1.91 0.030
C 2.38 -3.44 -1.58 -2.013
Cl 0.67 -3.41 -2.02 0.549
Cl 2.54 -3.52 0.18 0.478
Cl 3.16 -4.84 -2.33 0.495
Cl 3.17 -1.97 -2.18 0.604
C -1.88 5.51 -6.25 -2.015
Cl -0.76 6.87 -6.40 0.522
Cl -3.21 5.96 -5.19 0.522
Cl -2.51 5.10 -7.85 0.490
Cl -1.03 4.11 -5.57 0.628
C 1.79 -0.52 6.81 -2.009
Cl 1.11 -0.95 8.39 0.488
Cl 2.39 -1.98 6.01 0.515
Cl 0.54 0.23 5.81 0.514
Cl 3.12 0.62 7.04 0.436
C -0.75 3.95 7.43 -2.050
Cl 0.46 4.29 8.68 0.510
Cl -1.76 5.39 7.19 0.511
Cl 0.06 3.54 5.93 0.544
Cl -1.77 2.60 7.94 0.507
C 4.95 1.39 -5.59 -1.998
Cl 6.01 -0.03 -5.40 0.502
Cl 4.60 1.64 -7.30 0.484
Cl 3.44 1.14 -4.71 0.691
Cl 5.78 2.82 -4.94 0.518
C 3.61 -0.36 11.89 -2.035
Cl 4.63 -1.79 12.10 0.519
Cl 3.36 -0.06 10.17 0.479
Cl 2.05 -0.63 12.67 0.522
Cl 4.40 1.04 12.63 0.495
C 2.72 -0.36 -10.41 -2.045
Cl 3.90 0.95 -10.50 0.505
Cl 1.38 0.15 -9.39 0.507
Cl 2.13 -0.73 -12.04 0.507
Cl 3.49 -1.79 -9.72 0.530
C -1.44 -5.56 3.95 -2.039
Cl -1.53 -7.29 4.31 0.498
Cl -3.06 -4.87 3.97 0.509
Cl -0.44 -4.75 5.17 0.512
Cl -0.71 -5.32 2.36 0.508
C -2.65 -0.99 -9.90 -2.037
Cl -4.15 -1.08 -10.83 0.466
Cl -2.33 -2.57 -9.16 0.527
Cl -1.31 -0.55 -10.96 0.494
Cl -2.81 0.23 -8.63 0.537
C -3.20 6.51 -0.55 -2.031
Cl -4.87 6.12 -1.01 0.510
Cl -2.77 8.10 -1.19 0.511
Cl -3.06 6.52 1.21 0.542
Cl -2.11 5.29 -1.22 0.608
C -8.28 0.15 -11.58 -2.040
Cl -7.66 0.78 -10.05 0.535
Cl -8.85 1.48 -12.59 0.529
Cl -7.00 -0.72 -12.42 0.485
Cl -9.63 -0.95 -11.25 0.503
C -2.22 -7.95 8.69 -2.057
Cl -0.93 -7.63 9.87 0.523
Cl -3.69 -8.42 9.55 0.516
Cl -2.52 -6.50 7.75 0.508
Cl -1.72 -9.26 7.62 0.512
C 6.48 -4.34 1.13 -2.043
Cl 5.33 -4.18 2.46 0.519
Cl 6.93 -6.04 0.94 0.518
Cl 5.74 -3.75 -0.36 0.503
Cl 7.92 -3.38 1.49 0.522
C 7.31 -0.44 6.39 -2.044
Cl 6.70 -0.87 8.00 0.507
Cl 7.88 -1.90 5.57 0.513
Cl 6.02 0.30 5.45 0.415
Cl 8.66 0.70 6.56 0.517
C 0.62 -7.91 -0.56 -2.032
Cl 1.80 -9.22 -0.58 0.522
Cl 0.04 -7.61 -2.20 0.524
Cl -0.74 -8.37 0.47 0.513
Cl 1.38 -6.44 0.07 0.470
C -4.35 7.69 -10.67 -2.060
Cl -3.15 8.01 -9.42 0.505
Cl -5.92 7.40 -9.91 0.520
Cl -4.47 9.08 -11.75 0.515
Cl -3.87 6.26 -11.59 0.517
C -6.74 -4.64 -12.07 -2.048
Cl -8.04 -3.86 -11.16 0.499
Cl -5.18 -4.18 -11.38 0.506
Cl -6.93 -6.39 -12.00 0.524
Cl -6.81 -4.11 -13.76 0.513
C 7.67 2.30 14.68 -2.063
Cl 6.96 1.02 15.68 0.516
Cl 8.84 3.21 15.64 0.518
Cl 8.48 1.57 13.29 0.525
Cl 6.39 3.38 14.12 0.506
C -6.42 -3.17 5.81 -2.061
Cl -6.20 -4.80 6.47 0.504
Cl -7.17 -3.28 4.21 0.520
Cl -7.48 -2.24 6.89 0.518
Cl -4.86 -2.37 5.68 0.516
```

Values from the calculation:
Total charge = -1
HOMO energy = -6.34 eV
Orbital gap = 7.395 eV

=====

(6)
C5H5NO in the gas phase at a distorted geometry, computed with ωB97M-V/def2-TZVPD.

Structure (XYZ):
```
12
Properties=species:S:1:pos:R:3:lowdin_charge:R:1
C 0.09 0.46 0.33 -0.330
C -0.93 -0.58 -0.36 -0.118
C -0.86 -1.27 -1.50 -0.036
C -0.25 0.80 1.67 -0.084
C 0.00 1.64 2.66 0.149
H 2.69 0.20 -1.31 0.190
H -1.93 -0.54 0.20 0.108
H 0.03 -1.37 -2.16 0.042
H -1.62 -2.16 -2.01 0.132
H -0.16 2.02 3.69 0.035
N 1.36 0.62 0.08 0.063
O 1.58 0.18 -1.30 -0.153
```

Values from the calculation:
Total charge = 0
HOMO energy = -9.13 eV
SMILES = C#C/C(C=C)=N/O
Orbital gap = 8.940 eV